[1]
{
  "formula": "C27H51IrN2O2SSbSi3",
  "method": "ωB97M-V with the def2-TZVPD basis set",
  "species": ["Ir", "Sb", "S", "Si", "Si", "Si", "O", "O", "N", "N", "C", "C", "C", "C", "C", "C", "C", "C", "C", "C", "C", "C", "C", "C", "C", "C", "C", "C", "C", "C", "C", "C", "C", "C", "C", "C", "C", "H", "H", "H", "H", "H", "H", "H", "H", "H", "H", "H", "H", "H", "H", "H", "H", "H", "H", "H", "H", "H", "H", "H", "H", "H", "H", "H", "H", "H", "H", "H", "H", "H", "H", "H", "H", "H", "H", "H", "H", "H", "H", "H", "H", "H", "H", "H", "H", "H", "H", "H"],
  "positions_angstrom": [[0.466365, 1.113096, 1.014587], [2.476737, -1.889132, 0.699730], [-0.896251, 2.067446, -1.660019], [1.942319, -3.622634, 3.399415], [2.814133, 0.533970, -1.425804], [-0.439704, -3.006873, 1.464723], [-1.437961, 1.117625, 0.753960], [0.352743, 2.242339, -0.758916], [3.044707, 0.618890, 2.658024], [0.312016, 0.163659, 2.842880], [2.280553, 3.315697, 2.471819], [-0.327452, 0.852302, 5.062401], [0.610665, -1.098303, 3.263820], [2.618927, 1.125357, 1.435201], [4.487457, -0.302103, -1.636019], [3.112692, 1.420554, 3.668449], [-3.475562, 0.009040, 0.159689], [2.725008, 2.797520, 3.637235], [2.242735, 0.232594, 0.358534], [0.761767, -4.734325, 4.379948], [-2.518316, 0.357263, 1.290235], [3.167407, -2.829564, 4.598023], [-0.164622, -4.787753, 0.957375], [1.070538, -2.221836, 2.378557], [3.183421, 2.305301, -1.904271], [-0.292320, 2.756432, -3.191290], [-0.067359, -0.427896, 5.521024], [-1.932874, -2.959516, 2.605704], [1.650312, -0.369466, -2.595104], [2.897457, -4.842347, 2.344158], [4.433148, -1.786388, 1.600044], [2.211580, 2.471333, 1.313846], [-1.966373, 3.420481, -1.202391], [0.383652, -1.368665, 4.628714], [-0.128522, 1.085550, 3.728782], [-0.796139, -2.187762, -0.189594], [-3.233728, 1.168304, 2.359399], [0.121356, 3.749530, -3.019461], [-2.365469, 3.183141, -0.220753], [-2.018772, -2.051211, 3.204230], [-0.685040, 1.642796, 5.705664], [1.327122, -5.147877, 5.219694], [4.492810, -1.386684, -1.518639], [-0.669030, -1.106182, -0.221772], [4.073168, 2.640983, -1.365717], [-0.044992, -5.501289, 1.770212], [4.944118, -0.955191, 1.125172], [5.228270, 0.118048, -0.953984], [2.256691, -5.477462, 1.739754], [-0.328182, 2.062638, 3.310616], [-1.130143, 2.800288, -3.886186], [-4.277223, -0.638610, 0.518365], [4.988748, -2.701482, 1.402988], [0.593761, -0.115028, -2.498112], [0.678281, -4.884576, 0.271071], [3.062607, -1.746688, 4.661755], [2.027289, 4.363863, 2.380581], [4.373582, -1.588884, 2.663237], [-0.217269, -0.692858, 6.559483], [3.047750, -3.238861, 5.603444], [3.410741, -5.490287, 3.062381], [-1.387459, 4.343281, -1.181018], [-3.933747, 0.917901, -0.237676], [2.822815, 3.402309, 4.528235], [-2.583326, 1.383360, 3.207445], [-2.955261, -0.497863, -0.647427], [2.398397, 3.048096, -1.766234], [-1.820844, -2.420411, -0.485816], [0.471026, 2.085313, -3.576441], [4.832327, -0.087098, -2.651269], [-0.130367, -4.261993, 4.790882], [-3.585344, 2.115368, 1.944428], [-2.766025, 3.481822, -1.940028], [3.484018, 0.998781, 4.599225], [1.721570, -1.437976, -2.381465], [1.942838, -0.231826, -3.638148], [4.189847, -3.044748, 4.282519], [3.450941, 2.286265, -2.964937], [3.667135, -4.418609, 1.700729], [0.427043, -5.582716, 3.780075], [-1.903389, -3.805910, 3.294423], [2.107465, 2.927078, 0.340067], [-0.133844, -2.624158, -0.939209], [-2.134540, -0.565190, 1.736284], [-1.063138, -5.074654, 0.401763], [-2.845805, -3.055627, 2.012285], [0.566585, -2.359433, 5.002797], [-4.101449, 0.619733, 2.729220]],
  "forces_ev_per_a": [[-0.48, -0.06, -0.08], [0.01, -0.11, 0.02], [0.18, 0.16, 0.10], [-0.02, -0.03, 0.08], [-0.05, -0.13, -0.10], [-0.07, 0.00, 0.03], [-0.16, -0.04, -0.18], [-0.16, -0.13, -0.09], [0.14, 0.11, -0.06], [0.17, -0.09, -0.01], [0.17, -0.03, -0.01], [-0.02, 0.05, 0.00], [-0.11, 0.10, 0.08], [0.05, -0.67, 0.15], [-0.02, 0.07, 0.04], [-0.03, 0.05, 0.04], [0.04, 0.05, 0.04], [0.00, 0.08, 0.01], [0.47, 0.11, -0.13], [0.00, 0.01, -0.03], [0.00, 0.05, 0.14], [-0.01, -0.04, 0.00], [0.00, -0.02, 0.00], [0.01, -0.06, 0.01], [0.02, 0.12, -0.07], [0.02, 0.01, -0.01], [0.00, -0.03, 0.04], [0.00, -0.01, -0.01], [-0.09, 0.07, 0.11], [0.07, 0.06, -0.02], [-0.09, -0.03, 0.11], [-0.28, 0.29, -0.04], [-0.06, -0.03, 0.02], [0.04, 0.02, -0.07], [-0.04, 0.01, 0.03], [0.04, 0.03, 0.06], [0.01, -0.03, 0.07], [-0.01, -0.04, 0.02], [-0.01, 0.01, -0.01], [0.00, -0.03, 0.00], [0.00, 0.01, 0.00], [0.00, 0.00, 0.01], [-0.05, -0.01, 0.01], [-0.03, 0.03, 0.01], [0.01, 0.03, 0.00], [-0.01, 0.03, -0.04], [0.06, 0.10, -0.05], [0.04, 0.01, 0.02], [-0.02, -0.03, -0.03], [0.01, 0.00, 0.05], [0.00, 0.00, -0.03], [0.01, 0.00, 0.02], [-0.04, -0.01, -0.03], [-0.01, 0.06, 0.03], [0.00, -0.01, 0.00], [0.02, 0.04, -0.01], [-0.04, 0.00, 0.00], [0.04, -0.01, -0.04], [0.00, -0.01, 0.00], [-0.03, 0.02, 0.01], [0.00, -0.01, 0.00], [0.02, -0.04, -0.01], [0.00, 0.02, 0.00], [-0.01, -0.01, 0.01], [-0.06, -0.01, -0.05], [0.02, -0.02, -0.08], [0.02, -0.15, -0.03], [-0.03, -0.03, 0.00], [0.02, -0.02, -0.01], [0.01, -0.03, -0.01], [0.01, 0.01, 0.00], [0.01, 0.00, -0.02], [-0.03, 0.01, 0.01], [0.02, 0.00, 0.00], [0.03, -0.04, -0.03], [0.04, 0.04, -0.01], [-0.02, -0.03, 0.01], [0.04, 0.06, -0.02], [0.00, 0.00, 0.02], [0.03, 0.05, 0.03], [0.01, -0.01, 0.01], [0.20, 0.09, 0.06], [0.00, 0.01, -0.04], [0.01, 0.08, -0.07], [0.00, 0.00, 0.00], [-0.01, -0.01, 0.01], [0.02, -0.06, -0.01], [-0.01, 0.01, 0.01]],
  "e_lumo_ev": -3.1,
  "e_homo_ev": -10.6,
  "total_charge": 1,
  "de_lowest_kj_mol": 37.5,
  "multiplicity": 1,
  "e_tot_ha": -2930.50463,
  "homo_lumo_gap_ev": 7.5,
  "max_force_ha_per_bohr": 0.01344
}



[2]
{
  "formula": "C5H9ClN4O",
  "method": "ωB97M-V with the def2-TZVPD basis set",
  "species": ["Cl", "O", "N", "N", "N", "N", "C", "C", "C", "C", "C", "H", "H", "H", "H", "H", "H", "H", "H", "H"],
  "positions_angstrom": [[-3.558101, 0.770297, 0.064472], [0.458785, -2.401884, -0.024635], [0.460073, 1.103970, -0.103522], [2.161430, -0.483114, -0.203749], [-2.320181, -1.896748, -0.082770], [-0.072362, -1.108196, -0.002055], [0.918454, -0.141656, -0.019370], [1.498889, 2.092681, -0.062762], [-1.820341, 0.476496, 0.035106], [-1.442543, -0.926230, 0.085417], [-0.839033, 1.447017, -0.017994], [1.166488, 3.148792, 0.244841], [2.588335, -1.432275, 0.097147], [-3.337244, -1.640825, -0.055122], [-2.105062, -2.875132, -0.249130], [1.891370, 2.159969, -1.014135], [2.187017, 1.746402, 0.587815], [2.850639, 0.266606, -0.107470], [0.316424, -2.782787, 0.845791], [-1.003045, 2.476615, -0.017868]],
  "forces_ev_per_a": [[1.55, 0.19, -0.01], [-0.68, 0.76, -0.83], [0.72, -0.01, 0.93], [2.54, -1.46, 1.52], [-0.37, 0.65, 0.63], [0.53, -1.48, 1.03], [-2.58, -1.31, -1.10], [-2.31, 3.59, -0.18], [-0.64, 0.37, 0.56], [0.19, 0.79, -1.94], [-1.84, -2.74, 0.04], [0.17, -1.84, -0.32], [-1.48, 1.87, -0.93], [1.30, -0.22, -0.03], [0.28, 0.17, 0.12], [1.12, 0.36, -2.12], [2.40, -0.42, 2.37], [-0.19, -0.46, -0.38], [-0.06, -0.28, 0.74], [-0.64, 1.46, -0.09]],
  "e_lumo_ev": -8.8,
  "e_homo_ev": -17.8,
  "total_charge": 2,
  "de_lowest_kj_mol": 0.0,
  "multiplicity": 1,
  "e_tot_ha": -949.69353,
  "homo_lumo_gap_ev": 9.0,
  "max_force_ha_per_bohr": 0.08304
}